ORCA calculation (ωB97M-V with the def2-TZVPD basis set) on C44H96NO5P2 as an isolated structure at a distorted geometry.

Results
- total charge = +1
- LUMO level (hartree) = -0.071
- Kohn-Sham gap (eV) = 5.33

CARTESIAN COORDINATES (ANGSTROEM)
C: -3.49 -0.36 -6.87
C: -2.44 0.71 -7.01
C: -2.16 1.37 -5.70
C: -3.15 2.55 -5.30
N: -3.20 3.00 -3.82
C: -4.20 4.14 -3.54
C: -5.11 3.63 -2.38
C: -4.44 2.44 -1.74
C: -3.69 1.83 -2.90
C: -1.78 3.36 -3.27
H: -4.54 -0.07 -6.83
H: -3.16 -1.10 -6.14
H: -3.37 -0.94 -7.79
H: -2.77 1.41 -7.77
H: -1.53 0.32 -7.45
H: -1.19 1.86 -5.76
H: -1.97 0.75 -4.82
H: -4.20 2.26 -5.40
H: -2.89 3.45 -5.86
H: -3.72 5.05 -3.16
H: -4.66 4.50 -4.46
H: -5.41 4.41 -1.68
H: -5.96 3.23 -2.94
H: -3.68 2.85 -1.08
H: -5.09 1.67 -1.30
H: -2.85 1.23 -2.57
H: -4.31 1.12 -3.45
H: -2.03 3.82 -2.31
H: -1.31 4.08 -3.94
H: -1.19 2.45 -3.20
C: 2.23 2.52 6.09
C: 2.35 3.23 4.69
C: 2.79 2.41 3.45
C: 4.29 2.26 3.49
P: 5.12 1.56 2.03
C: 4.38 -0.10 1.69
C: 3.95 -0.93 2.88
C: 3.35 -2.31 2.48
C: 3.28 -3.27 3.67
C: 6.88 1.41 2.59
C: 7.23 0.25 3.50
C: 8.65 0.33 4.14
C: 9.34 -0.77 5.04
C: 4.75 2.67 0.53
C: 4.71 4.14 0.87
C: 4.31 5.08 -0.30
C: 2.90 4.87 -0.79
H: 1.50 1.72 6.02
H: 2.05 3.09 7.01
H: 3.13 1.99 6.40
H: 2.97 4.09 4.94
H: 1.38 3.61 4.38
H: 2.50 2.92 2.54
H: 2.27 1.45 3.33
H: 4.63 1.62 4.30
H: 4.74 3.24 3.63
H: 5.04 -0.69 1.06
H: 3.55 0.03 1.01
H: 3.27 -0.44 3.58
H: 4.80 -1.21 3.50
H: 4.00 -2.68 1.69
H: 2.40 -2.25 1.95
H: 4.10 -3.31 4.38
H: 2.92 -4.25 3.36
H: 2.42 -3.01 4.29
H: 7.34 2.32 2.97
H: 7.37 1.26 1.63
H: 6.97 -0.69 3.01
H: 6.53 0.18 4.34
H: 8.63 1.18 4.82
H: 9.29 0.69 3.34
H: 9.63 -1.63 4.43
H: 8.57 -1.09 5.75
H: 10.25 -0.47 5.56
H: 3.73 2.43 0.24
H: 5.51 2.47 -0.22
H: 5.70 4.39 1.27
H: 4.02 4.24 1.71
H: 5.01 4.75 -1.07
H: 4.57 6.11 -0.08
H: 2.86 3.92 -1.32
H: 2.54 5.60 -1.53
H: 2.20 4.77 0.04
C: -3.30 -4.22 -5.41
C: -3.62 -3.16 -4.30
C: -2.26 -2.73 -3.64
C: -2.54 -1.54 -2.61
P: -2.80 -2.05 -0.84
C: -1.34 -2.85 -0.16
C: 0.00 -2.20 -0.07
C: 0.86 -2.27 -1.35
C: 2.22 -1.57 -1.24
C: -3.40 -0.52 0.05
C: -3.74 -0.78 1.56
C: -4.34 0.45 2.31
C: -4.39 0.17 3.82
C: -4.14 -3.37 -0.67
C: -3.74 -4.82 -1.22
C: -5.05 -5.84 -1.18
C: -6.03 -5.66 0.03
H: -2.71 -5.08 -5.08
H: -2.74 -3.71 -6.19
H: -4.20 -4.57 -5.91
H: -4.33 -3.59 -3.59
H: -4.12 -2.33 -4.80
H: -1.58 -2.38 -4.42
H: -1.78 -3.67 -3.36
H: -3.43 -0.96 -2.85
H: -1.68 -0.88 -2.62
H: -1.29 -3.76 -0.76
H: -1.56 -3.22 0.84
H: 0.49 -2.64 0.80
H: -0.22 -1.17 0.23
H: 0.37 -2.10 -2.31
H: 0.90 -3.36 -1.43
H: 2.18 -0.57 -0.80
H: 2.79 -1.49 -2.16
H: 2.80 -2.22 -0.58
H: -4.29 -0.17 -0.47
H: -2.72 0.31 -0.12
H: -2.82 -1.08 2.06
H: -4.41 -1.63 1.64
H: -5.27 0.82 1.90
H: -3.65 1.27 2.13
H: -4.93 -0.76 4.01
H: -4.90 1.02 4.26
H: -3.44 -0.02 4.32
H: -4.99 -2.97 -1.22
H: -4.42 -3.23 0.38
H: -3.09 -5.25 -0.46
H: -3.17 -4.95 -2.14
H: -4.80 -6.90 -1.25
H: -5.65 -5.76 -2.09
H: -6.73 -6.48 0.17
H: -6.55 -4.71 -0.08
H: -5.49 -5.72 0.98
C: 0.12 -0.23 4.03
C: -0.26 -1.72 4.04
O: -0.42 -2.31 5.12
O: -0.54 -2.46 3.10
H: 1.01 -0.02 4.62
H: -0.79 0.33 4.24
H: 0.38 0.21 3.07
O: 0.93 1.50 0.58
C: -0.20 1.90 -0.01
O: -0.60 1.10 -0.88
O: -0.72 3.06 0.22
H: 0.73 0.83 -0.08

---

ORCA calculation (ωB97M-V with the def2-TZVPD basis set) on a 3-piece molecular cluster, I2O4S2 overall at a distorted geometry.

Results
- energy relative to the best compared isomer or geometry (same formula, charge and spin) (kJ/mol) = 20.6
- LUMO level (hartree) = -0.062
- Kohn-Sham gap (eV) = 7.66

CARTESIAN COORDINATES (ANGSTROEM)
O: -0.43 -3.24 1.67
O: -0.18 -1.04 0.67
O: 0.13 2.65 1.15
O: 0.26 1.79 -1.10
S: -0.83 -2.36 0.68
S: 0.86 1.98 0.16
I: -2.94 0.60 0.87
I: -2.48 0.05 -1.68

---

ORCA calculation (ωB97M-V with the def2-TZVPD basis set) on C32H40CuN5OP2 as an isolated structure at a distorted geometry.

Results
- 2S+1 = 3
- expectation value of S² = 2.0233
- LUMO level (spin up / spin down) (hartree) = -0.008 / -0.094
- Kohn-Sham gap (spin up / spin down) (eV) = 4.50 / 5.76

CARTESIAN COORDINATES (ANGSTROEM)
Cu: -0.09 -2.28 -1.98
C: -1.35 2.84 -2.07
C: -1.59 1.96 -3.05
C: -0.51 1.41 -3.92
C: 0.88 1.13 -3.30
C: 1.89 2.19 -3.66
C: 1.66 3.50 -3.75
C: 0.45 4.26 -3.29
C: -0.12 3.68 -1.97
C: -0.45 -4.14 -2.11
H: -2.21 3.23 -1.51
H: -2.60 1.56 -3.22
H: -0.34 2.07 -4.78
H: -0.90 0.46 -4.36
H: 0.78 0.88 -2.23
H: 1.24 0.18 -3.74
H: 2.89 1.78 -3.74
H: 2.44 4.13 -4.18
H: -0.33 4.33 -4.06
H: 0.74 5.31 -3.11
H: 0.69 3.14 -1.47
H: -0.38 4.53 -1.32
H: -1.15 -4.38 -1.31
H: 0.54 -4.60 -1.90
H: -0.85 -4.52 -3.06
P: 1.65 -1.13 -6.15
P: -2.22 -0.58 -5.93
N: 2.97 -0.06 -6.72
N: 2.17 -2.39 -7.40
N: -2.36 1.15 -6.50
N: -3.70 -0.99 -6.88
C: 0.35 -0.34 -7.20
C: -0.99 -1.10 -7.19
C: 4.22 -0.01 -6.09
C: 5.07 0.82 -6.82
C: 4.34 1.29 -7.96
C: 3.07 0.72 -7.88
C: 2.41 -3.73 -7.12
C: 2.76 -4.39 -8.30
C: 2.75 -3.42 -9.35
C: 2.38 -2.19 -8.77
C: -2.90 2.17 -5.71
C: -2.60 3.41 -6.27
C: -1.89 3.16 -7.49
C: -1.79 1.76 -7.62
C: -4.26 -0.36 -8.01
C: -5.24 -1.18 -8.54
C: -5.30 -2.37 -7.74
C: -4.34 -2.23 -6.73
H: 0.69 -0.29 -8.25
H: 0.24 0.70 -6.86
H: -1.45 -1.03 -8.20
H: -0.81 -2.17 -6.98
H: 4.39 -0.56 -5.17
H: 6.10 1.07 -6.58
H: 4.67 1.95 -8.75
H: 2.24 0.82 -8.56
H: 2.32 -4.10 -6.10
H: 3.00 -5.44 -8.40
H: 2.98 -3.57 -10.40
H: 2.28 -1.23 -9.24
H: -3.52 1.94 -4.85
H: -2.88 4.38 -5.85
H: -1.53 3.89 -8.20
H: -1.38 1.19 -8.43
H: -3.94 0.63 -8.32
H: -5.86 -0.95 -9.41
H: -5.96 -3.21 -7.88
H: -4.07 -2.87 -5.92
O: 1.04 -1.45 -0.65
N: 0.56 -0.91 0.48
C: -0.77 -0.90 0.71
C: -1.25 -0.36 1.89
C: -0.39 0.24 2.80
C: 0.97 0.29 2.50
C: 1.43 -0.27 1.32
H: -1.40 -1.29 -0.08
H: -2.32 -0.44 2.07
H: -0.77 0.67 3.72
H: 1.68 0.77 3.15
H: 2.47 -0.21 0.99

---

ORCA calculation (ωB97M-V with the def2-TZVPD basis set) on a 3-piece molecular cluster, C27H51Cl2N6O10S4 overall at a distorted geometry.

Results
- energy relative to the best compared isomer or geometry (same formula, charge and spin) (kJ/mol) = 78.0
- total charge = +1
- LUMO level (hartree) = -0.178
- Kohn-Sham gap (eV) = 6.02

CARTESIAN COORDINATES (ANGSTROEM)
C: -4.21 4.93 -0.83
O: -5.40 4.36 -1.33
C: -5.18 3.27 -2.21
C: -5.26 1.91 -1.51
C: -4.63 0.83 -2.41
C: -3.78 -0.20 -1.68
C: -2.64 0.39 -0.86
C: -1.59 -0.69 -0.50
C: -0.18 -0.33 -0.91
N: 0.62 0.40 0.10
C: 0.04 0.72 1.36
Cl: -0.76 2.23 1.52
C: 0.12 -0.16 2.37
C: -0.41 0.02 3.74
Cl: 0.93 -1.67 2.10
C: 1.86 0.85 -0.09
N: 2.51 1.53 0.87
C: 3.69 1.83 0.36
N: 3.77 1.36 -0.87
O: 4.91 1.59 -1.59
N: 4.65 2.63 -2.71
O: 4.59 3.67 -2.28
N: 2.63 0.69 -1.22
C: 2.38 0.04 -2.51
C: 3.60 -0.65 -3.17
C: 3.96 0.02 -4.51
S: 3.19 -0.86 -5.90
C: 1.82 0.24 -6.28
S: 1.93 1.20 -7.56
N: 0.69 0.18 -5.41
C: 0.23 1.52 -5.03
C: -0.96 1.35 -4.04
O: -1.16 -0.02 -3.75
C: -1.50 -0.75 -4.92
C: -0.47 -0.46 -6.04
H: -4.34 5.09 0.24
H: -4.00 5.88 -1.33
H: -3.34 4.28 -0.96
H: -5.94 3.30 -2.99
H: -4.22 3.34 -2.73
H: -4.81 1.96 -0.52
H: -6.32 1.69 -1.43
H: -4.07 1.26 -3.25
H: -5.44 0.28 -2.87
H: -3.36 -0.86 -2.44
H: -4.39 -0.84 -1.04
H: -3.07 0.75 0.08
H: -2.17 1.24 -1.35
H: -1.68 -1.03 0.52
H: -1.85 -1.55 -1.11
H: 0.35 -1.25 -1.15
H: -0.22 0.27 -1.82
H: -1.07 -0.79 4.00
H: 0.43 -0.05 4.43
H: -0.85 0.99 3.87
H: 4.47 2.38 0.84
H: 1.61 -0.70 -2.43
H: 2.01 0.80 -3.19
H: 4.46 -0.68 -2.51
H: 3.29 -1.66 -3.43
H: 5.03 -0.02 -4.66
H: 3.69 1.07 -4.55
H: 1.01 2.10 -4.54
H: -0.12 2.11 -5.89
H: -0.75 1.82 -3.10
H: -1.87 1.73 -4.50
H: -1.42 -1.79 -4.63
H: -2.51 -0.50 -5.26
H: -0.16 -1.36 -6.57
H: -0.92 0.22 -6.77
O: 3.84 -3.47 0.06
S: 5.14 -3.03 0.48
O: 6.31 -3.48 -0.19
O: 5.29 -3.25 2.03
C: 5.05 -4.57 2.56
C: 6.20 -5.52 2.30
C: 5.16 -1.27 0.51
H: 4.11 -4.96 2.16
H: 4.91 -4.44 3.63
H: 6.30 -5.74 1.23
H: 6.03 -6.47 2.82
H: 7.14 -5.09 2.64
H: 4.27 -0.92 1.04
H: 5.13 -0.93 -0.53
H: 6.07 -0.92 0.99
O: -4.66 -0.62 6.43
S: -3.47 0.00 6.91
O: -2.19 -0.37 6.37
O: -3.42 -0.12 8.49
C: -3.57 -1.43 9.08
C: -2.30 -2.26 8.96
C: -3.64 1.75 6.83
H: -4.42 -1.94 8.63
H: -3.80 -1.26 10.12
H: -2.09 -2.52 7.92
H: -2.41 -3.19 9.52
H: -1.44 -1.71 9.35
H: -4.59 2.03 7.27
H: -3.61 2.03 5.78
H: -2.81 2.21 7.37

---

ORCA calculation (ωB97M-V with the def2-TZVPD basis set) on an isolated ion of composition C10H13BN5O4 and charge +1 at a distorted geometry.

Results
- total charge = +1
- structure (SMILES) = CCOn1nnc(B(N)O)[n+]1OC(=O)c1ccccc1
- LUMO level (hartree) = -0.184
- Kohn-Sham gap (eV) = 7.22

CARTESIAN COORDINATES (ANGSTROEM)
C: -3.79 0.50 -0.93
C: -2.33 1.01 -1.33
O: -1.76 1.92 -0.28
N: -0.58 2.31 -0.82
N: -0.36 3.47 -1.47
N: 0.91 3.62 -1.95
C: 1.52 2.38 -1.51
B: 3.00 1.74 -1.71
N: 3.57 1.78 -3.12
O: 3.74 1.12 -0.62
N: 0.56 1.58 -0.80
O: 0.85 0.38 -0.27
C: 0.57 0.34 1.16
O: 0.45 1.33 1.89
C: 0.35 -1.13 1.77
C: 1.35 -1.84 2.71
C: 1.07 -3.29 3.24
C: -0.24 -4.00 2.76
C: -1.29 -3.31 1.82
C: -0.96 -1.87 1.34
H: -4.49 0.60 -1.82
H: -4.22 1.05 -0.01
H: -3.72 -0.61 -0.61
H: -2.43 1.67 -2.27
H: -1.60 0.15 -1.56
H: 2.76 1.48 -3.71
H: 3.63 2.80 -3.32
H: 3.76 0.14 -0.78
H: 2.30 -1.31 3.02
H: 1.81 -3.82 3.94
H: -0.48 -5.05 3.11
H: -2.26 -3.80 1.49
H: -1.69 -1.34 0.63

---

ORCA calculation (ωB97M-V with the def2-TZVPD basis set) on a 7-piece molecular cluster, C10H24BCl12O overall at a distorted geometry.

Results
- total charge = -1
- LUMO level (hartree) = 0.069
- Kohn-Sham gap (eV) = 6.11

CARTESIAN COORDINATES (ANGSTROEM)
C: -0.35 -1.09 1.00
B: -1.40 0.19 1.07
C: -2.88 -0.42 0.61
O: -3.99 0.48 0.89
C: -5.15 0.01 0.22
C: -6.35 -0.17 1.22
H: -0.24 -1.53 2.02
H: 0.64 -0.84 0.59
H: -0.81 -1.89 0.37
H: -1.48 0.67 2.19
H: -1.14 1.07 0.28
H: -2.80 -0.59 -0.49
H: -3.05 -1.41 1.10
H: -5.42 0.71 -0.60
H: -4.99 -0.98 -0.23
H: -6.10 0.43 2.11
H: -6.43 -1.21 1.57
H: -7.32 0.10 0.77
C: 3.54 -0.17 -1.42
Cl: 1.91 -0.03 -2.09
Cl: 3.50 -0.54 0.31
H: 4.07 -0.98 -1.92
H: 4.06 0.77 -1.57
C: -9.79 -1.35 2.30
Cl: -9.75 -0.41 0.81
Cl: -8.90 -2.87 2.14
H: -9.34 -0.76 3.09
H: -10.82 -1.57 2.55
C: 6.03 2.44 1.76
Cl: 4.75 3.57 2.21
Cl: 5.87 1.92 0.08
H: 6.99 2.93 1.89
H: 5.96 1.57 2.41
C: 1.55 4.79 1.23
Cl: 0.55 4.11 -0.06
Cl: 0.56 5.33 2.59
H: 2.23 4.02 1.58
H: 2.10 5.63 0.84
C: 5.54 -4.05 -1.25
Cl: 4.80 -5.04 -2.51
Cl: 5.88 -2.42 -1.83
H: 4.86 -3.99 -0.41
H: 6.48 -4.52 -0.95
C: 5.45 -0.43 -5.21
Cl: 4.19 0.67 -4.64
Cl: 5.18 -0.90 -6.90
H: 6.41 0.07 -5.14
H: 5.44 -1.32 -4.60

---

ORCA calculation (ωB97M-V with the def2-TZVPD basis set) on a single C11H20N2O5 molecule at a distorted geometry.

Results
- energy relative to the best compared isomer or geometry (same formula, charge and spin) (kJ/mol) = 19.0
- structure (SMILES) = CC(C)C[C@H](NC(=O)[C@@H](N)CCC(=O)O)C(=O)O
- LUMO level (hartree) = 0.016
- Kohn-Sham gap (eV) = 10.24

CARTESIAN COORDINATES (ANGSTROEM)
C: -1.67 0.87 -0.51
C: -0.75 -0.29 0.01
C: -1.84 0.77 -2.02
C: -2.74 -0.40 -2.42
C: -4.17 -0.10 -2.03
C: 0.83 -0.90 1.78
C: 0.48 -1.41 3.22
C: 2.25 -0.31 1.71
C: 2.77 0.15 0.31
C: 2.92 -1.07 -0.62
C: 4.02 0.96 0.48
H: -2.06 2.77 0.24
H: -0.67 2.74 -0.67
H: -2.61 0.65 -0.05
H: -2.38 1.72 -2.36
H: -0.87 0.70 -2.49
H: -2.40 -1.30 -1.92
H: -2.66 -0.51 -3.51
H: -5.96 -0.68 -2.25
H: -0.16 1.00 1.42
H: 0.81 -1.82 1.19
H: 2.98 -1.09 1.99
H: 2.38 0.57 2.37
H: 2.03 0.84 -0.13
H: 3.50 -0.83 -1.52
H: 1.93 -1.45 -0.87
H: 3.52 -1.80 -0.05
H: 4.33 1.50 -0.44
H: 4.90 0.39 0.83
H: 3.74 1.85 1.08
H: -1.30 -0.90 2.88
N: -1.24 2.18 0.02
N: -0.13 -0.03 1.21
O: -0.67 -1.40 -0.52
O: -4.50 0.82 -1.32
O: -5.09 -0.98 -2.56
O: 1.30 -1.89 3.94
O: -0.81 -1.33 3.57